{"formula": "C30H78N4O11", "method": "ωB97M-V/def2-TZVPD", "elements": ["C", "C", "O", "H", "H", "H", "H", "H", "H", "C", "C", "O", "H", "H", "H", "H", "H", "H", "C", "C", "O", "H", "H", "H", "H", "H", "H", "C", "O", "C", "C", "N", "C", "C", "O", "C", "H", "H", "H", "H", "H", "H", "H", "H", "H", "H", "H", "H", "H", "H", "H", "C", "O", "C", "C", "N", "C", "C", "O", "C", "H", "H", "H", "H", "H", "H", "H", "H", "H", "H", "H", "H", "H", "H", "H", "C", "O", "C", "C", "N", "C", "C", "O", "C", "H", "H", "H", "H", "H", "H", "H", "H", "H", "H", "H", "H", "H", "H", "H", "C", "O", "C", "C", "N", "C", "C", "O", "C", "H", "H", "H", "H", "H", "H", "H", "H", "H", "H", "H", "H", "H", "H", "H"], "coordinates": [[5.70714, 7.76806, 2.60483], [6.00661, 6.44657, 1.94475], [7.42219, 6.48215, 1.56459], [5.79223, 8.47725, 1.78147], [6.40953, 7.97042, 3.41340], [4.67731, 7.93044, 2.92294], [5.27046, 6.38543, 1.14322], [5.80909, 5.67692, 2.69088], [7.56443, 7.31102, 1.10162], [0.62166, 2.58728, 0.58528], [-0.31593, 2.68349, -0.59190], [0.59700, 2.95394, -1.69207], [0.12090, 2.53112, 1.55181], [1.15069, 3.53008, 0.72443], [1.36833, 1.79529, 0.52749], [-0.93405, 3.56269, -0.41011], [-0.88917, 1.76663, -0.72922], [1.07381, 2.14166, -1.87770], [0.05716, 8.40440, -2.64987], [-0.89799, 7.76198, -3.69360], [-0.06815, 6.90252, -4.46465], [0.64669, 7.70348, -2.05885], [-0.50828, 8.90999, -1.86707], [0.68320, 9.08210, -3.23028], [-1.34957, 8.52269, -4.33039], [-1.76547, 7.23464, -3.29677], [0.27878, 6.21905, -3.88663], [9.66541, -4.91033, 8.17903], [8.34512, -4.83603, 7.63495], [8.23727, -3.79003, 6.65852], [6.93020, -3.85539, 5.86298], [5.78539, -3.70442, 6.76860], [4.53166, -3.48799, 6.02897], [4.30542, -2.06420, 5.46545], [4.05778, -0.99440, 6.38782], [2.76781, -0.76558, 6.98870], [9.62811, -5.57970, 9.03848], [10.06175, -3.94141, 8.48268], [10.37095, -5.30789, 7.44948], [9.04887, -3.82896, 5.93195], [8.39903, -2.79462, 7.07217], [6.87660, -4.85254, 5.42603], [6.88400, -3.07513, 5.10327], [5.74638, -4.52746, 7.35271], [3.75158, -3.63305, 6.77632], [4.35355, -4.27479, 5.29594], [3.54004, -1.99664, 4.69231], [5.24361, -1.72060, 5.02976], [2.35242, -1.66144, 7.45022], [2.04040, -0.44516, 6.24284], [2.79595, -0.02373, 7.78680], [6.46994, -0.30647, -0.84984], [5.41605, -0.96149, -1.53589], [5.25763, -0.47779, -2.85494], [4.27665, -1.48876, -3.43519], [3.57782, -1.12108, -4.66589], [4.44778, -0.92060, -5.83549], [3.56799, -0.65042, -7.00653], [2.77803, -1.72458, -7.33257], [3.28643, -2.76131, -8.14219], [7.47010, -0.41642, -1.26900], [6.64096, -0.50474, 0.20824], [6.26508, 0.75895, -0.74494], [6.21547, -0.46129, -3.37492], [4.82269, 0.51881, -2.77943], [3.54139, -1.69783, -2.65816], [4.86453, -2.37909, -3.65839], [2.73507, -1.66864, -4.76614], [4.99949, -1.83025, -6.07268], [5.09552, -0.06187, -5.65908], [4.16783, -0.41036, -7.88440], [2.94358, 0.20515, -6.74917], [2.43481, -3.30506, -8.55105], [3.90762, -3.45113, -7.57090], [3.92886, -2.34810, -8.91977], [-7.34765, 1.85627, -8.92555], [-6.57591, 0.89937, -8.25250], [-6.00807, 1.43629, -7.08421], [-4.96641, 0.41282, -6.59607], [-5.64006, -0.74131, -6.10994], [-6.24239, -0.61372, -4.76986], [-7.31698, -1.61314, -4.42321], [-8.55600, -1.44902, -5.01804], [-9.52387, -2.50316, -4.69907], [-8.17207, 2.13452, -8.26903], [-7.70393, 1.51199, -9.89644], [-6.87315, 2.81280, -9.14466], [-6.74707, 1.72573, -6.33708], [-5.37074, 2.28112, -7.34527], [-4.36994, 0.79101, -5.76583], [-4.29614, 0.22761, -7.43543], [-6.41680, -0.95684, -6.71848], [-6.65896, 0.37666, -4.58626], [-5.48277, -0.78782, -4.00778], [-7.29617, -1.52130, -3.33728], [-6.93821, -2.62350, -4.57745], [-10.50382, -2.29681, -5.12944], [-9.60850, -2.55682, -3.61369], [-9.26311, -3.48872, -5.08480], [-7.28129, 0.50567, 2.08014], [-6.72898, -0.67499, 2.62385], [-5.73159, -0.47864, 3.56603], [-5.22738, -1.90899, 3.88121], [-4.18584, -1.96508, 4.93150], [-3.92882, -3.35092, 5.41362], [-5.28781, -4.08733, 5.95253], [-6.04478, -3.35074, 6.94492], [-7.40409, -3.71533, 7.01528], [-6.53721, 1.17752, 1.65228], [-7.87899, 1.09550, 2.77509], [-7.96804, 0.34743, 1.24861], [-6.21646, -0.06080, 4.44830], [-4.93713, 0.18441, 3.22353], [-4.84628, -2.37257, 2.97129], [-6.10611, -2.43786, 4.25031], [-4.41792, -1.32738, 5.67955], [-3.30966, -3.34324, 6.31066], [-3.35248, -3.92043, 4.68452], [-5.01630, -5.01811, 6.45055], [-5.88123, -4.47294, 5.12351], [-7.82583, -3.16257, 7.85474], [-7.50784, -4.78570, 7.19319], [-7.85877, -3.39679, 6.07725]], "forces_ev_per_angstrom": [[-0.2, 0.7, -0.4], [0.4, 0.9, 0.9], [-1.6, -0.9, 0.2], [0.4, 0.6, 0.2], [-0.1, 0.2, -0.1], [-0.1, -0.5, 0.3], [0.5, -0.6, -0.5], [0.6, -0.5, -0.4], [0.0, 0.1, -0.1], [-0.1, 0.4, 1.6], [2.1, 0.2, 0.2], [-1.3, 0.2, -0.3], [-0.4, -0.6, 0.1], [0.2, 0.1, -0.5], [-0.2, -0.1, -0.2], [-0.2, -0.2, -0.6], [-0.2, 0.2, -0.2], [0.0, -0.1, 0.0], [-1.4, 0.2, 0.0], [1.2, -0.2, 0.9], [-0.6, 0.0, -0.8], [0.1, -0.4, -0.6], [-0.1, 0.6, -0.2], [0.2, 0.0, 0.5], [0.5, 0.0, -0.3], [0.1, -0.3, 0.5], [0.0, 0.0, 0.1], [-0.4, -0.2, -0.2], [0.2, 0.8, -0.5], [0.3, 0.2, -0.7], [0.0, -0.6, 1.7], [0.1, 1.0, -0.9], [-0.7, 0.2, 1.5], [0.4, 0.6, 0.4], [-0.2, 0.3, 1.2], [0.2, -1.1, -0.7], [0.0, 0.1, -0.1], [-0.2, 0.2, 0.2], [0.0, -0.2, -0.2], [0.3, -0.6, -0.2], [-0.4, 0.1, 0.7], [0.2, -0.1, -0.7], [0.3, -0.1, 0.0], [-0.3, 0.1, 0.1], [-0.3, -0.1, 0.0], [0.0, 0.1, -0.6], [-0.1, -0.6, -0.1], [0.0, -0.1, -0.3], [0.1, -0.3, 0.0], [0.0, 0.2, -0.2], [0.6, 0.1, -0.3], [0.2, 1.1, 0.5], [1.3, -0.2, 1.3], [-0.8, -0.3, 0.5], [-0.1, -0.1, -1.2], [0.7, 1.2, 0.9], [-1.2, -0.7, 0.9], [0.9, 0.8, -0.7], [-1.9, -1.0, 0.0], [0.4, 0.4, 0.4], [-0.1, -0.2, -0.7], [-0.8, -1.3, 0.0], [-0.1, 0.5, -0.7], [0.1, 0.1, -0.1], [0.0, 0.3, -0.4], [0.1, -0.1, -0.1], [0.1, -0.5, 0.5], [0.3, -0.1, -0.7], [0.7, -0.1, 0.2], [0.2, -0.2, 0.0], [0.3, 0.4, -0.1], [-0.3, -0.1, -0.2], [0.1, 0.1, -0.1], [0.0, -0.2, 0.2], [-0.1, 0.0, -0.4], [-0.8, 0.5, 0.1], [0.1, 0.1, -0.5], [2.1, 0.1, -0.2], [-1.1, 0.9, 0.5], [-0.9, -1.9, 0.8], [0.3, 0.2, -0.8], [1.2, -0.9, 0.7], [-1.6, -0.5, -0.6], [0.9, 0.8, 0.2], [-0.5, -0.1, -0.2], [0.0, -0.5, 0.3], [0.8, 0.0, 0.2], [-0.2, -0.1, 0.0], [-0.4, 0.8, -0.1], [0.1, 0.4, -0.1], [0.0, -0.3, 0.0], [0.1, -0.2, -0.4], [-0.1, 0.4, 0.0], [0.3, 0.1, 0.0], [-0.9, 0.0, 0.5], [0.1, -0.3, -0.4], [0.3, 0.6, 0.0], [-0.1, -0.1, 0.1], [0.6, 0.0, -0.1], [-0.1, 0.6, -0.3], [-1.1, 0.2, -1.6], [0.4, -1.0, 0.8], [0.3, 0.6, 1.0], [0.4, -0.6, -0.7], [-2.3, 0.9, 1.7], [1.0, -0.5, 0.0], [1.5, 0.3, -1.0], [0.5, 0.3, -0.2], [0.5, 0.0, 0.2], [0.1, -0.1, 0.6], [0.1, -0.9, 0.1], [0.3, 0.3, 0.5], [0.1, 0.1, -0.1], [-0.1, 0.0, 0.0], [-0.3, -0.2, -0.4], [-0.1, -0.3, 0.2], [0.2, 0.5, -0.1], [-0.6, -0.2, -0.2], [0.6, -0.2, 0.1], [-0.5, 0.6, -0.2], [-0.1, -0.1, -0.1], [-0.2, -0.1, -0.1], [-0.6, -0.3, 0.0]], "smiles": "COCCNCCOC.COCCNCCOC.COCCNCCOC.COCCNCCOC.CCO.CCO.CCO", "total_energy_ev": -60848.144, "e_lumo_ev": 0.383}


{"formula": "C30H78N6O9", "method": "ωB97M-V/def2-TZVPD", "elements": ["C", "O", "C", "C", "N", "C", "C", "O", "C", "H", "H", "H", "H", "H", "H", "H", "H", "H", "H", "H", "H", "H", "H", "H", "C", "O", "C", "C", "N", "C", "C", "O", "C", "H", "H", "H", "H", "H", "H", "H", "H", "H", "H", "H", "H", "H", "H", "H", "C", "O", "C", "C", "N", "C", "C", "O", "C", "H", "H", "H", "H", "H", "H", "H", "H", "H", "H", "H", "H", "H", "H", "H", "C", "C", "C", "O", "C", "N", "H", "H", "H", "H", "H", "H", "H", "H", "H", "H", "H", "C", "C", "C", "O", "C", "N", "H", "H", "H", "H", "H", "H", "H", "H", "H", "H", "H", "C", "C", "C", "O", "C", "N", "H", "H", "H", "H", "H", "H", "H", "H", "H", "H", "H"], "coordinates": [[26.88438, 0.85623, -7.53886], [27.48159, 1.08311, -8.72426], [26.76301, 1.93441, -9.62053], [25.39970, 1.26765, -9.98618], [24.84352, 1.87733, -11.17394], [23.79903, 1.11771, -11.83778], [22.38804, 1.45367, -11.26626], [21.31150, 0.76007, -11.88984], [19.97221, 0.98400, -11.46249], [26.07420, 0.13889, -7.40806], [26.42401, 1.78492, -7.20168], [27.60795, 0.38497, -6.87369], [27.53245, 1.99014, -10.39058], [26.53613, 2.93245, -9.24570], [24.72202, 1.44745, -9.15161], [25.56317, 0.24274, -10.31924], [24.42266, 2.63681, -10.65803], [24.02493, 0.08796, -12.11467], [23.84845, 1.59054, -12.81864], [22.21242, 2.48209, -11.58186], [22.20649, 1.45045, -10.19148], [19.35932, 0.28036, -12.02583], [19.71223, 2.01903, -11.68436], [19.82869, 0.57658, -10.46174], [20.89771, 6.10852, -5.14569], [20.27732, 5.27853, -4.17072], [20.28089, 5.69239, -2.86470], [21.63638, 5.61887, -2.23498], [21.75349, 6.03629, -0.80693], [21.32036, 7.37459, -0.53215], [22.21024, 8.42378, -1.41338], [23.53609, 8.32753, -0.82907], [24.28866, 9.47772, -1.04565], [20.61054, 7.14652, -4.97770], [20.64299, 5.75506, -6.14483], [21.94460, 6.09139, -4.84266], [19.72766, 4.95548, -2.28247], [19.86373, 6.68926, -2.72216], [22.37541, 6.19500, -2.79177], [22.00857, 4.59439, -2.23582], [22.71231, 5.79750, -0.59778], [21.35898, 7.59579, 0.53446], [20.27069, 7.51093, -0.79235], [21.67702, 9.36566, -1.28435], [22.42204, 8.20914, -2.46083], [24.36464, 9.80905, -2.08129], [25.29751, 9.37759, -0.64529], [23.76166, 10.28945, -0.54420], [19.52351, 1.11269, 2.57274], [18.15875, 1.64800, 2.35271], [17.15525, 1.36678, 3.30421], [17.35654, 2.10978, 4.72324], [17.34711, 3.51666, 4.42402], [18.29808, 4.29680, 5.29430], [17.73675, 4.65724, 6.69483], [17.14348, 5.90672, 6.78758], [15.88262, 6.07908, 6.06118], [20.20244, 1.41573, 1.77567], [19.62619, 0.03109, 2.66050], [19.69419, 1.22352, 3.64358], [17.03777, 0.28949, 3.42147], [16.23855, 1.69641, 2.81524], [18.26123, 1.73700, 5.20350], [16.61309, 1.81515, 5.46390], [17.80512, 3.50756, 3.52389], [18.29342, 5.28574, 4.83600], [19.35074, 4.03948, 5.17673], [18.53425, 4.48568, 7.41778], [16.89488, 4.04050, 7.00944], [15.15649, 5.41726, 6.53322], [15.89425, 5.85532, 4.99446], [15.52893, 7.10955, 6.09466], [12.37898, 6.13260, -0.35726], [11.95357, 4.82042, -1.07642], [10.40328, 4.61548, -1.18608], [9.76161, 4.31763, 0.06841], [10.23617, 3.26439, 0.79450], [12.50235, 4.87796, -2.47526], [13.45637, 6.29775, -0.35010], [12.02479, 6.23078, 0.66890], [11.82009, 6.78346, -1.02966], [12.37590, 3.96359, -0.55146], [10.08610, 3.77812, -1.80764], [9.94916, 5.44069, -1.73462], [9.44160, 3.04250, 1.50689], [11.14453, 3.59873, 1.29572], [10.39967, 2.51199, 0.02296], [13.46495, 5.18371, -2.47066], [12.55758, 4.01293, -2.99370], [29.19403, 5.54097, -1.05696], [28.05527, 4.75051, -0.47850], [27.77422, 4.94627, 1.05849], [26.56711, 4.26396, 1.47789], [26.13640, 4.83517, 2.69229], [26.90758, 5.26584, -1.21412], [29.15898, 6.62489, -0.94756], [29.27297, 5.41669, -2.13697], [30.14500, 5.08470, -0.78204], [28.01070, 3.69453, -0.74497], [27.61913, 6.02323, 1.12342], [28.60966, 4.78631, 1.74008], [26.91124, 4.82368, 3.45883], [25.33468, 4.29928, 3.20038], [25.79400, 5.84861, 2.48298], [26.07967, 4.74455, -0.96325], [26.67724, 6.17857, -0.84812], [22.65898, 8.27477, -13.22991], [23.28656, 8.95293, -11.93915], [22.40590, 10.11034, -11.44653], [23.20574, 10.69088, -10.38846], [22.48945, 11.78965, -9.79757], [23.43581, 7.93065, -10.92414], [21.71259, 7.74456, -13.12357], [23.43160, 7.66608, -13.69962], [22.56829, 9.05935, -13.98111], [24.23906, 9.43811, -12.15233], [21.37820, 9.81257, -11.23853], [22.43750, 10.79880, -12.29100], [23.12704, 12.41495, -9.17260], [21.93569, 11.40879, -8.93942], [21.80084, 12.28565, -10.48161], [24.38752, 7.68001, -11.15116], [23.60962, 8.33733, -10.01612]], "forces_ev_per_angstrom": [[-0.8, -0.3, 2.4], [0.4, 0.3, -1.7], [0.0, -1.7, -0.2], [1.7, -0.3, -0.9], [0.2, 0.5, 1.2], [-1.0, 1.2, -1.0], [-1.3, 0.5, -0.8], [0.6, -1.3, -0.6], [1.1, -0.8, -0.4], [-0.5, -0.5, -1.2], [0.3, 0.3, 0.9], [0.4, 0.8, 0.3], [-0.9, 0.3, -0.7], [0.3, 0.2, 0.5], [0.0, -0.9, 0.4], [0.1, -0.4, 1.1], [-0.7, 1.1, -1.4], [0.1, -0.2, 1.0], [-0.7, -0.2, -0.4], [0.4, 0.6, 0.3], [0.7, -0.4, 0.4], [0.0, 0.4, -0.6], [-0.4, 0.0, 0.6], [0.0, 0.9, 0.6], [0.4, 0.2, 1.9], [-1.0, -0.9, -1.7], [0.2, -0.1, 1.5], [1.7, 0.3, 1.0], [-1.2, -1.6, -0.8], [1.6, 1.0, -2.1], [0.0, -1.3, 2.3], [-0.8, -0.2, -0.1], [-0.2, 1.0, 0.3], [-0.5, 0.2, -0.3], [0.3, 0.0, 0.3], [0.5, 0.0, -1.1], [-0.7, 0.2, -0.2], [-0.3, 0.2, -0.2], [0.0, 0.1, -0.5], [-0.2, -0.2, -0.3], [0.0, 0.7, 0.7], [0.5, 0.2, -0.1], [0.0, -0.2, -0.2], [0.7, 0.6, 0.0], [-1.0, -0.1, -0.2], [0.0, -0.4, -0.5], [-0.1, -0.2, 0.1], [0.3, 0.5, 0.3], [-2.1, -0.6, 1.4], [1.7, -0.3, -0.6], [0.1, -0.2, 1.3], [-0.4, -1.6, -1.4], [1.6, 0.4, 1.0], [-1.9, 1.5, -0.9], [-0.5, -1.8, -0.5], [-0.4, 2.5, -0.9], [0.7, -0.6, 0.5], [-0.2, 0.7, 0.6], [-0.9, -0.7, -1.1], [1.1, 1.5, -0.1], [0.2, -0.2, 0.3], [0.0, 0.3, 0.3], [0.7, 0.1, -0.2], [-0.6, 0.0, -0.4], [-0.1, 0.6, -0.5], [0.1, 0.3, -0.2], [0.1, -0.9, 0.7], [-0.1, 0.8, 0.3], [0.3, -1.3, -0.3], [-0.3, 0.0, 0.0], [0.6, -0.4, 0.0], [0.4, 0.0, 0.7], [-1.3, -0.9, -1.0], [0.4, -0.9, -0.6], [0.5, -0.8, 0.7], [-1.2, 3.7, -1.4], [0.3, 0.0, -0.5], [-0.2, 0.5, 0.5], [-0.1, 0.0, -0.3], [-0.2, -0.2, -0.1], [0.5, 1.1, 0.5], [0.0, -0.2, 0.1], [0.9, -0.5, -0.5], [-0.2, 0.5, 0.8], [0.3, -0.5, 0.0], [0.3, -0.7, 0.3], [0.4, -1.1, 0.7], [0.1, 0.4, 0.3], [-0.6, -0.4, 0.4], [1.7, -1.0, -0.5], [-1.8, 0.3, 0.5], [-0.1, 0.3, -1.0], [1.2, 0.1, -0.2], [-0.2, 0.1, 0.4], [-1.2, 0.1, -0.1], [-0.1, -0.1, 0.7], [-0.7, -0.2, -0.1], [0.3, 0.6, 0.7], [0.9, -0.2, 0.2], [-0.3, 0.4, 0.2], [0.1, -0.7, 0.0], [0.5, 0.3, -0.1], [-0.3, -0.4, -0.8], [0.0, 0.3, 0.3], [-0.2, -0.4, 0.0], [0.1, 0.6, -0.1], [1.6, 1.5, 0.2], [-2.6, -0.1, -0.7], [2.3, -0.3, -0.7], [-1.7, 0.8, -0.2], [0.1, -1.1, 1.5], [1.1, -0.3, 0.0], [0.3, 0.1, 0.4], [-0.2, -0.6, 0.3], [-0.5, 0.2, -0.1], [0.1, -0.1, -0.5], [0.0, 0.1, 0.7], [-0.5, 0.4, 0.0], [0.7, 0.5, -1.1], [-1.0, -0.5, -0.3], [0.4, 0.3, 0.0], [0.3, -1.3, 0.2], [-0.4, 0.6, 0.3]], "smiles": "COC[C@H](C)N.COC[C@H](C)N.COC[C@H](C)N.COCCNCCOC.COCCNCCOC.COCCNCCOC", "total_energy_ev": -59730.803, "e_lumo_ev": 0.421}